# 1
This record from the OMol25 dataset describes C30H28F12N3O5PReS2 as an isolated structure in a non-equilibrium geometry. The level of theory is ωB97M-V with the def2-TZVPD basis set.

Geometry (Å):
Re: -0.6947 0.3634 -0.3636
C: 5.1081 3.0512 -3.6475
C: 4.0929 2.5622 -2.6929
C: 4.3916 2.3149 -1.3479
C: 3.4597 1.7382 -0.5266
C: 2.1553 1.4012 -0.9774
N: 1.3564 0.6160 -0.1981
C: 2.0142 -0.3304 0.5728
C: 3.1357 -1.0180 0.0615
C: 3.7764 -1.9905 0.7946
C: 3.3518 -2.3281 2.0788
C: 4.0509 -3.3531 2.8866
C: 2.2335 -1.6540 2.5976
C: 1.5546 -0.7069 1.8622
C: 0.3239 0.0110 2.4104
O: -0.6894 0.0108 1.4720
C: 0.7351 1.4836 2.7827
F: -0.0334 2.0378 3.7147
F: 0.6323 2.2744 1.7001
F: 1.9910 1.5483 3.1999
C: -0.2932 -0.6598 3.6711
F: -0.5758 -1.9366 3.4228
F: -1.4398 -0.0519 3.9785
F: 0.4924 -0.6074 4.7391
C: 1.7922 1.8469 -2.2768
C: 2.7706 2.3519 -3.1129
C: 0.3815 1.6967 -2.8496
O: -0.5516 1.1167 -2.0283
C: -0.1551 3.1280 -3.1858
F: -1.3847 3.0788 -3.6826
F: 0.6008 3.8112 -4.0276
F: -0.2049 3.8153 -2.0358
C: 0.4209 0.7831 -4.1231
F: 0.8924 1.3845 -5.2040
F: 1.2010 -0.2756 -3.8680
F: -0.7942 0.3231 -4.3906
H: 6.0714 2.5747 -3.4688
H: 5.2641 4.1248 -3.5146
H: 4.8014 2.8827 -4.6772
H: 5.3693 2.5579 -0.9601
H: 3.7035 1.5498 0.5062
H: 3.4638 -0.8034 -0.9445
H: 4.6236 -2.5054 0.3686
H: 4.8430 -3.8353 2.3213
H: 3.3613 -4.1120 3.2554
H: 4.4932 -2.8886 3.7697
H: 1.9314 -1.8969 3.6037
H: 2.5383 2.6094 -4.1344
C: -1.5104 -4.4090 -3.4796
C: -2.5762 -4.3879 -2.4057
O: -2.8177 -3.0350 -1.9374
P: -2.0609 -2.2724 -0.8057
S: -2.9485 -0.4492 -0.6253
S: -0.0728 -1.8686 -1.0961
O: -2.0609 -3.1097 0.5278
C: -3.2678 -3.6083 1.1706
C: -2.8940 -4.8514 1.9470
H: -1.4449 -5.4127 -3.8914
H: -0.5347 -4.1384 -3.0768
H: -1.7630 -3.7215 -4.2828
H: -2.3056 -5.0242 -1.5597
H: -3.5445 -4.6958 -2.8027
H: -4.0258 -3.8160 0.4101
H: -3.6368 -2.8231 1.8346
H: -2.5366 -5.6339 1.2832
H: -3.7740 -5.2135 2.4694
H: -2.1163 -4.6253 2.6712
N: -3.2669 2.9214 4.4083
C: -4.1225 2.8060 3.3871
O: -5.3007 2.5628 3.4883
C: -3.5301 2.9588 1.9978
C: -4.1784 3.7530 1.0573
C: -3.7067 3.7381 -0.2440
C: -2.6452 2.9080 -0.5712
N: -2.0146 2.1625 0.3319
C: -2.4539 2.1881 1.5877
H: -3.6198 2.8260 5.3498
H: -2.2994 3.1615 4.2911
H: -5.0362 4.3434 1.3467
H: -4.1759 4.3323 -1.0117
H: -2.3335 2.8211 -1.5981
H: -1.9841 1.5223 2.2944

Cartesian forces, eV/Å:
-1.151 -1.383 -0.059
0.334 0.243 -0.158
-0.464 -0.266 0.402
-0.078 0.028 -0.193
-0.120 -0.026 0.069
0.501 0.595 -0.617
-0.665 0.209 -0.371
0.770 -0.987 0.932
-0.387 0.321 -0.026
-0.035 -0.144 0.302
-0.258 0.492 -0.397
0.193 -0.191 0.298
0.229 -0.035 -0.265
-0.259 0.189 -0.138
1.026 -0.018 0.764
-0.161 0.330 -0.504
0.040 0.514 -0.170
-0.169 -0.068 0.263
0.035 0.053 -0.020
0.120 -0.241 0.120
-0.352 -0.146 0.059
0.020 -0.186 -0.205
-0.207 0.000 -0.052
0.300 0.222 -0.022
-0.253 -0.201 -0.010
0.087 0.054 0.245
1.032 0.628 -1.191
-0.193 0.326 0.711
-0.031 0.185 0.150
-0.262 -0.240 -0.103
0.123 -0.118 -0.116
0.050 0.021 0.205
-0.128 -0.382 -0.023
0.026 0.264 0.023
0.092 -0.098 0.163
-0.221 0.066 -0.057
0.006 -0.025 -0.049
-0.016 0.041 -0.016
0.049 0.002 -0.019
0.098 0.004 0.043
0.042 -0.069 0.137
0.025 0.000 -0.087
0.074 -0.054 -0.090
0.022 -0.058 0.009
-0.040 -0.047 -0.055
0.064 0.005 0.021
-0.089 -0.027 0.023
-0.063 -0.055 -0.006
-0.095 0.154 0.195
0.076 -0.630 -0.374
0.231 0.769 0.524
-0.287 -0.474 0.173
0.508 -0.218 -0.062
-0.589 0.780 0.366
0.303 0.352 -0.760
-0.446 -0.282 0.342
-0.019 0.252 -0.218
0.022 -0.084 -0.025
0.049 -0.031 -0.018
-0.027 0.024 -0.069
-0.104 0.083 0.012
0.132 -0.030 0.121
0.081 0.023 0.035
0.070 0.006 -0.124
0.007 -0.082 -0.058
-0.074 -0.072 0.098
0.023 0.014 0.096
0.418 -0.052 0.694
-0.057 -0.052 -0.682
-0.219 0.078 0.042
0.073 -0.115 -0.070
0.216 -0.105 0.000
0.084 -0.105 0.098
-0.443 0.484 -0.431
0.790 -0.812 -0.360
-0.400 0.217 0.855
-0.022 -0.004 -0.107
-0.017 0.094 -0.074
-0.062 -0.004 -0.006
-0.003 0.016 -0.102
0.063 -0.003 0.010
-0.039 0.079 -0.044

Calculated values
Kohn-Sham gap (spin up / spin down) = 0.210 / 0.226 Eh
HOMO energy (spin up / spin down) = -13.9 / -14.4 eV
DFT total energy = -4114.5425 a.u.
Spin multiplicity = 2
Expectation value of S² = 1.211
Charge = +2

=====

# 2
This record from the OMol25 dataset describes C60H50IO3PS3Ti as an isolated structure in a non-equilibrium geometry. The level of theory is ωB97M-V with the def2-TZVPD basis set.

Geometry (Å):
Ti: -0.2238 -0.3965 0.7751
I: 0.2279 3.2341 3.0839
C: -0.1325 4.3416 1.3431
C: 0.7969 5.3067 1.0756
C: 0.5284 6.3153 0.1264
C: -0.7090 6.3911 -0.4301
C: -1.7049 5.4211 -0.1433
C: -3.0233 5.6173 -0.6169
C: -4.0193 4.7591 -0.2697
C: -3.6970 3.5653 0.4013
C: -2.4180 3.2671 0.7921
P: -2.1186 1.4090 0.9823
C: -2.4939 1.1057 -0.8163
C: -1.3700 1.2442 -1.6365
C: -1.4733 1.2098 -3.0255
C: -2.7133 1.0352 -3.6175
C: -3.8406 0.9051 -2.8125
C: -3.7354 0.9393 -1.4292
C: -3.5133 0.9309 2.0597
C: -4.5266 0.0650 1.6597
C: -5.5793 -0.2415 2.5143
C: -5.6226 0.3088 3.7870
C: -4.6051 1.1584 4.2011
C: -3.5570 1.4696 3.3452
C: -1.4032 4.2857 0.6729
H: 1.7201 5.3423 1.6466
H: 1.2798 7.0707 -0.0839
H: -0.9695 7.2235 -1.0787
H: -3.2323 6.4928 -1.2251
H: -5.0450 4.9533 -0.5617
H: -4.4845 2.8408 0.5722
H: -0.4044 1.4508 -1.2078
H: -0.5864 1.3362 -3.6364
H: -2.8061 1.0141 -4.6986
H: -4.8203 0.7920 -3.2691
H: -4.6392 0.8573 -0.8381
H: -4.5047 -0.3633 0.6684
H: -6.3718 -0.9016 2.1797
H: -6.4498 0.0829 4.4494
H: -4.6270 1.5883 5.1958
H: -2.7903 2.1531 3.6776
C: 7.2322 2.7234 -2.3955
C: 5.9277 2.3723 -1.7245
C: 5.6422 1.0503 -1.3561
C: 4.5048 0.7341 -0.6433
C: 3.6211 1.7534 -0.3034
C: 3.8388 3.0641 -0.7208
C: 4.9894 3.3643 -1.4370
S: 2.2953 1.5566 0.8222
O: 1.3532 0.5171 0.1832
C: 3.0846 0.5859 2.1084
C: 4.3814 1.0301 2.4891
C: 5.0198 0.4549 3.5365
C: 4.4381 -0.6366 4.2238
C: 5.0804 -1.2005 5.3555
C: 4.5247 -2.2512 6.0198
C: 3.3163 -2.8153 5.5505
C: 2.6623 -2.2757 4.4778
C: 3.1813 -1.1369 3.7992
C: 2.4331 -0.4396 2.7707
C: 0.9582 -0.8584 2.6690
C: 0.1430 -0.5685 3.8519
C: 0.5337 0.3877 4.8115
C: -0.2497 0.6539 5.9073
C: -1.4726 -0.0182 6.0919
C: -1.8474 -0.9898 5.2082
C: -1.0382 -1.3135 4.1015
C: -1.2971 -2.5053 3.3539
C: -0.4411 -2.9210 2.3976
C: 0.6426 -2.0809 1.9930
S: 1.6077 -2.4535 0.5319
O: 0.5841 -1.9500 -0.5243
C: 1.5573 -4.2225 0.4872
C: 0.8576 -4.8936 -0.4986
C: 0.8936 -6.2827 -0.5203
C: 1.6314 -7.0006 0.4210
C: 1.6798 -8.5071 0.3923
C: 2.3486 -6.2885 1.3881
C: 2.3251 -4.9080 1.4235
H: 7.9741 1.9380 -2.2555
H: 7.6314 3.6540 -1.9934
H: 7.0909 2.8657 -3.4713
H: 6.3422 0.2642 -1.6186
H: 4.3086 -0.2911 -0.3429
H: 3.1183 3.8397 -0.4713
H: 5.1723 4.3856 -1.7594
H: 4.8534 1.8441 1.9496
H: 5.9976 0.8149 3.8450
H: 6.0195 -0.7681 5.6913
H: 5.0036 -2.6573 6.9044
H: 2.8986 -3.6818 6.0521
H: 1.7393 -2.7357 4.1474
H: 1.4873 0.8956 4.7073
H: 0.0906 1.3763 6.6426
H: -2.0963 0.2087 6.9505
H: -2.7622 -1.5549 5.3673
H: -2.1381 -3.1278 3.6433
H: -0.5590 -3.8869 1.9337
H: 0.3099 -4.3387 -1.2489
H: 0.3486 -6.8198 -1.2929
H: 0.9139 -8.9191 -0.2648
H: 1.5388 -8.9219 1.3908
H: 2.6528 -8.8496 0.0315
H: 2.9424 -6.8306 2.1189
H: 2.8888 -4.3677 2.1848
O: -1.9356 -1.3174 0.4483
S: -2.0035 -2.7139 -0.2533
C: -3.7613 -3.1539 -0.2127
C: -4.0809 -3.6885 -1.6034
C: -3.4595 -2.6701 -2.5568
C: -2.0324 -2.4378 -2.0567
H: -4.2928 -2.2273 -0.0014
H: -3.9243 -3.8651 0.5987
H: -5.1543 -3.7912 -1.7482
H: -3.6259 -4.6741 -1.7482
H: -4.0225 -1.7424 -2.5273
H: -3.4500 -3.0271 -3.5874
H: -1.6307 -1.4458 -2.2402
H: -1.3384 -3.1732 -2.4676

Cartesian forces, eV/Å:
-0.447 -0.190 -0.192
-0.286 -0.245 -0.055
-0.337 -0.194 -0.017
0.058 0.076 -0.096
0.213 0.076 0.030
-0.151 0.067 -0.074
0.127 -0.182 0.125
-0.022 0.143 -0.087
-0.174 -0.036 -0.024
-0.053 0.048 0.084
0.602 -0.069 0.380
-0.599 1.402 -0.349
0.130 0.123 0.050
-0.313 0.008 -0.129
-0.008 -0.040 0.066
-0.009 -0.049 -0.070
-0.077 0.006 -0.030
-0.087 -0.084 0.063
-0.042 -0.107 -0.194
-0.076 -0.105 0.017
0.055 -0.014 -0.056
0.017 0.001 0.013
0.062 0.008 -0.004
-0.128 -0.002 0.015
0.145 0.047 -0.044
-0.114 -0.005 -0.075
-0.102 -0.114 0.029
0.013 -0.133 0.071
0.030 -0.080 0.091
0.083 -0.038 0.022
-0.004 -0.028 -0.093
0.338 0.052 0.162
-0.053 -0.009 0.058
-0.005 0.018 0.125
0.123 0.010 0.058
0.056 0.105 -0.091
0.015 -0.007 0.130
0.048 0.041 0.016
0.058 0.012 -0.027
-0.007 -0.002 -0.066
0.151 0.085 0.027
-0.205 -0.069 -0.074
0.056 0.068 0.012
0.100 0.001 -0.097
-0.085 -0.167 -0.066
0.141 0.283 0.067
0.047 0.007 -0.025
0.007 0.010 -0.043
0.189 -0.487 -0.019
0.866 1.216 -0.511
-0.082 0.011 0.343
-0.191 0.095 -0.171
0.184 -0.034 0.090
-0.085 0.001 0.020
0.119 0.071 -0.077
-0.094 -0.140 0.081
0.062 0.004 0.012
0.014 0.021 -0.020
-0.176 0.081 0.009
-0.017 0.119 -0.060
0.824 -0.600 0.715
0.003 -0.020 -0.130
0.041 0.123 0.019
-0.033 0.008 0.034
0.075 0.206 0.156
-0.172 -0.138 -0.056
0.108 0.040 0.025
-0.075 -0.010 0.295
0.399 -0.068 -0.131
0.126 0.076 0.294
-0.369 0.009 0.097
0.391 -0.130 0.171
0.070 -0.067 -0.085
-0.029 -0.032 -0.049
0.030 -0.108 -0.002
-0.075 -0.047 -0.054
0.012 0.127 -0.044
0.036 -0.121 0.050
0.056 0.149 0.161
-0.043 0.025 -0.009
-0.007 -0.012 -0.007
-0.011 -0.023 0.089
-0.023 0.065 0.050
0.035 0.109 0.045
0.119 -0.067 0.012
-0.003 -0.117 0.084
-0.077 -0.071 0.046
-0.143 -0.029 -0.013
-0.119 -0.062 -0.079
-0.031 0.007 -0.128
0.036 0.088 -0.033
-0.007 0.083 0.064
-0.089 -0.028 -0.057
-0.077 -0.065 -0.075
0.097 -0.015 -0.082
0.111 0.059 -0.028
0.057 0.063 -0.019
-0.045 -0.083 -0.162
0.017 -0.007 0.040
0.075 0.079 0.117
0.045 0.036 0.036
-0.001 0.020 -0.020
-0.042 0.022 0.012
-0.084 0.061 -0.075
-0.073 -0.083 -0.135
-0.826 -1.357 -0.787
-0.584 0.196 0.084
-0.013 -0.164 0.192
0.191 0.059 -0.020
0.123 -0.186 0.006
-0.011 -0.068 -0.047
-0.022 -0.034 -0.001
0.012 0.084 -0.049
-0.028 -0.026 0.049
-0.082 0.046 0.018
-0.047 0.099 0.010
0.018 0.051 0.039
0.033 0.118 -0.006
0.024 0.043 0.041

Calculated values
Kohn-Sham gap (spin up / spin down) = 0.265 / 0.245 Eh
HOMO energy (spin up / spin down) = -11.6 / -12.3 eV
DFT total energy = -5224.7504 a.u.
Spin multiplicity = 3
Expectation value of S² = 2.012
Charge = +2

=====

# 3
This record from the OMol25 dataset describes a 2-piece molecular cluster, C3H4N2O overall. The level of theory is ωB97M-V with the def2-TZVPD basis set.

Geometry (Å):
C: -0.2149 -0.8142 1.7214
N: 0.4476 -1.2606 2.5612
O: 1.1197 -1.7322 3.4458
H: -0.7134 -0.3543 0.8809
C: 1.2840 0.6324 -1.8394
C: 0.1511 0.6436 -1.4330
N: -1.1133 0.6216 -0.9082
H: 2.2848 0.6282 -2.2090
H: -1.7613 0.0837 -1.4737
H: -1.4843 1.5517 -0.7460

Cartesian forces, eV/Å:
0.511 -0.308 0.584
-0.421 0.284 -0.530
-0.144 0.076 -0.148
0.124 -0.095 0.179
-0.511 -0.004 0.202
0.472 0.010 -0.199
0.023 0.085 -0.204
-0.175 -0.005 0.075
0.075 0.056 0.053
0.046 -0.098 -0.012

Calculated values
Structure (SMILES) = C#[N+][O-].C#CN
Kohn-Sham gap = 0.373 Eh
HOMO energy = -9.6 eV
DFT total energy = -301.2856 a.u.

=====

Question: Which of these has the highest DFT total energy?
Answer: C3H4N2O